[1]
C4H8NO | wB97M-V/def2-TZVPD

total charge	+1
largest force on an atom	2.4	eV/Å
energy relative to the best compared isomer or geometry (same formula, charge and spin)	144.1	kJ/mol
highest occupied orbital energy	-15.92	eV
HOMO-LUMO gap	12.510	eV
SMILES	C=C1[NH2+][C@]1(C)O

```
14
Properties=species:S:1:pos:R:3:forces:R:3
O -0.208128 1.740286 0.898448 -0.2 0.3 0.2
N 0.548171 -0.546543 1.102687 -1.6 -0.5 -0.5
C 0.726602 0.735579 -1.121350 0.0 0.1 -0.1
C 0.008762 0.620514 0.192658 0.0 -0.1 -0.4
C -1.918789 -1.276321 0.368702 -0.3 -0.1 0.0
C -0.887527 -0.493778 0.423989 2.1 0.4 0.9
H 1.706972 1.192996 -0.990835 0.0 0.0 0.1
H 0.843200 -0.234550 -1.597605 0.0 0.0 0.0
H -1.955591 -2.230628 0.868085 0.1 -0.1 0.1
H 0.129435 1.365522 -1.782826 0.0 0.0 0.1
H 1.229863 -1.220038 0.768735 0.0 0.1 -0.1
H 0.426109 2.444215 0.691616 0.0 -0.2 -0.1
H 0.557691 -0.389733 2.107247 -0.1 0.2 -0.1
H -2.790220 -0.963346 -0.188956 0.0 0.1 0.0
```
Forces are in eV/Å.



[2]
C5H7NO | wB97M-V/def2-TZVPD

largest force on an atom	3.8	eV/Å
energy relative to the best compared isomer or geometry (same formula, charge and spin)	685.8	kJ/mol
highest occupied orbital energy (alpha / beta)	-7.49 / -7.79	eV
HOMO-LUMO gap (alpha / beta)	7.455 / 8.635	eV

```
14
Properties=species:S:1:pos:R:3:forces:R:3
O -0.874910 1.135537 -0.850691 0.5 -0.1 -1.0
N -0.247120 0.005691 -1.454820 0.9 0.9 0.1
C -1.269203 -0.736242 0.423578 0.6 0.9 -1.9
C -1.654942 0.770920 0.244048 0.0 -3.4 1.5
C -0.536304 -1.054398 -0.672266 0.8 -2.0 0.4
C 1.947945 0.363179 0.665902 -0.3 -0.3 -0.1
C 1.946399 0.096130 -0.580752 -0.8 0.4 -2.8
H -1.328587 -1.446442 1.187932 -0.9 -0.5 1.3
H 0.960153 0.431017 1.102435 -0.3 -0.1 0.7
H 2.326752 0.099327 -1.599155 0.3 -0.3 0.8
H -0.021793 -2.101790 -0.926303 -1.3 2.7 0.6
H -1.347408 1.223864 1.187942 -0.4 0.9 -0.3
H -2.740019 0.784759 0.027380 0.4 0.7 0.1
H 2.839032 0.428446 1.244769 0.5 0.3 0.7
```
Forces are in eV/Å.



[3]
C3H14N4O | wB97M-V/def2-TZVPD

largest force on an atom	2.2	eV/Å
energy relative to the best compared isomer or geometry (same formula, charge and spin)	61.7	kJ/mol
highest occupied orbital energy	-8.33	eV
HOMO-LUMO gap	9.255	eV

```
22
Properties=species:S:1:pos:R:3:forces:R:3
O -0.248878 1.702571 -0.135484 0.1 0.5 -0.1
N 2.758528 -2.084576 -0.143380 0.0 -0.2 0.0
N 0.902458 -1.082187 0.989003 0.5 0.0 0.0
N -1.662660 -0.239540 0.561551 1.3 -0.1 0.4
N 1.983587 0.084834 -0.845800 0.0 0.2 -0.1
C -2.619939 2.111216 -0.225006 0.2 -0.1 0.0
C -1.369866 1.296205 -0.502026 0.1 -0.1 -0.1
C 1.627645 -1.191140 -0.308643 -0.1 -0.2 0.2
H -3.523701 1.523337 -0.370196 -0.1 0.0 0.0
H -2.630221 2.950181 -0.921111 0.0 0.0 0.0
H -0.566671 -0.538099 0.796485 -2.1 0.1 -0.6
H -2.589641 2.511715 0.786576 0.0 0.0 0.1
H 3.513600 -1.605537 0.340834 -0.1 0.0 0.0
H 2.716544 0.514435 -0.285263 0.0 -0.1 -0.1
H -1.447168 0.740707 -1.460916 0.0 0.0 0.0
H 1.419533 -0.470622 1.616139 0.0 0.0 -0.1
H -2.107813 0.035209 1.430493 -0.1 0.0 0.0
H 0.921793 -1.675431 -0.995815 0.1 0.0 0.0
H -2.231514 -0.946307 0.108388 0.2 -0.2 0.1
H 3.115224 -2.360570 -1.050025 0.0 0.1 0.0
H 1.175187 0.722663 -0.810514 0.1 0.0 0.1
H 0.863973 -1.999064 1.424709 0.1 0.0 0.0
```
Forces are in eV/Å.



Copy entry 2 word for word.
C5H7NO | wB97M-V/def2-TZVPD

largest force on an atom	3.8	eV/Å
energy relative to the best compared isomer or geometry (same formula, charge and spin)	685.8	kJ/mol
highest occupied orbital energy (alpha / beta)	-7.49 / -7.79	eV
HOMO-LUMO gap (alpha / beta)	7.455 / 8.635	eV

```
14
Properties=species:S:1:pos:R:3:forces:R:3
O -0.874910 1.135537 -0.850691 0.5 -0.1 -1.0
N -0.247120 0.005691 -1.454820 0.9 0.9 0.1
C -1.269203 -0.736242 0.423578 0.6 0.9 -1.9
C -1.654942 0.770920 0.244048 0.0 -3.4 1.5
C -0.536304 -1.054398 -0.672266 0.8 -2.0 0.4
C 1.947945 0.363179 0.665902 -0.3 -0.3 -0.1
C 1.946399 0.096130 -0.580752 -0.8 0.4 -2.8
H -1.328587 -1.446442 1.187932 -0.9 -0.5 1.3
H 0.960153 0.431017 1.102435 -0.3 -0.1 0.7
H 2.326752 0.099327 -1.599155 0.3 -0.3 0.8
H -0.021793 -2.101790 -0.926303 -1.3 2.7 0.6
H -1.347408 1.223864 1.187942 -0.4 0.9 -0.3
H -2.740019 0.784759 0.027380 0.4 0.7 0.1
H 2.839032 0.428446 1.244769 0.5 0.3 0.7
```
Forces are in eV/Å.